{
  "formula": "C4H6N3P",
  "method": "ωB97M-V/def2-TZVPD",
  "e_above_lowest_kj_mol": 93.9,
  "homo_energy_ev": -8.8135,
  "homo_lumo_gap_ev": 8.31,
  "elements": ["C", "C", "C", "C", "N", "N", "N", "P", "H", "H", "H", "H", "H", "H"],
  "positions_angstrom": [[-1.62, -1.10, -0.16], [-0.30, 1.67, 1.56], [-0.47, -0.37, 0.44], [0.42, 0.20, -0.78], [-2.46, -1.68, -0.68], [-0.97, 0.67, 1.30], [0.83, -0.86, -1.69], [1.66, 1.39, -0.06], [-0.48, 2.43, 2.28], [0.15, -1.04, 1.02], [-0.26, 0.85, -1.37], [1.39, -1.39, -1.11], [0.02, -1.41, -1.77], [2.11, 0.63, 1.03]],
  "lowdin_charge": [-0.191, -0.048, -0.356, -0.665, 0.167, -0.019, 0.025, 0.885, 0.047, 0.134, 0.104, 0.037, 0.037, -0.156]
}

***

{
  "formula": "C45H114N6O15",
  "method": "ωB97M-V/def2-TZVPD",
  "e_above_lowest_kj_mol": 383.2,
  "homo_energy_ev": -8.6816,
  "homo_lumo_gap_ev": 8.97,
  "smiles": "COCCNCCOC.COCCNCCOC.COCCNCCOC.COCCNCCOC.COCCNCCOC.COCCNCCOC.CC(C)O.CC(C)O.CC(C)O",
  "elements": ["C", "O", "C", "C", "N", "C", "C", "O", "C", "H", "H", "H", "H", "H", "H", "H", "H", "H", "H", "H", "H", "H", "H", "H", "C", "O", "C", "C", "N", "C", "C", "O", "C", "H", "H", "H", "H", "H", "H", "H", "H", "H", "H", "H", "H", "H", "H", "H", "C", "O", "C", "C", "N", "C", "C", "O", "C", "H", "H", "H", "H", "H", "H", "H", "H", "H", "H", "H", "H", "H", "H", "H", "C", "O", "C", "C", "N", "C", "C", "O", "C", "H", "H", "H", "H", "H", "H", "H", "H", "H", "H", "H", "H", "H", "H", "H", "C", "O", "C", "C", "N", "C", "C", "O", "C", "H", "H", "H", "H", "H", "H", "H", "H", "H", "H", "H", "H", "H", "H", "H", "C", "O", "C", "C", "N", "C", "C", "O", "C", "H", "H", "H", "H", "H", "H", "H", "H", "H", "H", "H", "H", "H", "H", "H", "C", "C", "C", "O", "H", "H", "H", "H", "H", "H", "H", "H", "C", "C", "C", "O", "H", "H", "H", "H", "H", "H", "H", "H", "C", "C", "C", "O", "H", "H", "H", "H", "H", "H", "H", "H"],
  "positions_angstrom": [[-1.74, -3.74, 4.64], [-1.86, -4.75, 5.59], [-0.78, -5.54, 5.73], [-1.17, -6.66, 6.68], [-0.23, -7.77, 6.69], [-0.61, -9.01, 7.32], [0.49, -10.03, 7.20], [0.24, -11.14, 8.09], [-0.74, -12.03, 7.54], [-2.54, -3.02, 4.77], [-1.93, -4.22, 3.68], [-0.76, -3.26, 4.74], [0.05, -4.95, 6.12], [-0.40, -5.94, 4.79], [-2.14, -7.06, 6.40], [-1.28, -6.27, 7.69], [0.51, -7.51, 7.32], [-1.57, -9.27, 6.89], [-0.88, -8.81, 8.36], [1.45, -9.59, 7.48], [0.86, -10.38, 6.23], [-0.51, -13.08, 7.76], [-0.86, -12.01, 6.46], [-1.72, -11.83, 7.98], [-3.75, 11.43, 2.31], [-2.39, 11.05, 2.18], [-2.19, 9.65, 2.33], [-0.80, 9.41, 2.94], [-0.71, 8.09, 3.54], [0.50, 7.75, 4.29], [1.85, 8.01, 3.71], [2.88, 7.47, 4.52], [3.18, 8.20, 5.67], [-4.44, 10.92, 1.63], [-3.90, 12.51, 2.29], [-4.03, 11.11, 3.32], [-2.35, 9.07, 1.41], [-2.89, 9.22, 3.05], [-0.80, 10.12, 3.77], [-0.09, 9.52, 2.12], [-0.77, 7.39, 2.81], [0.28, 6.72, 4.59], [0.37, 8.23, 5.26], [1.98, 9.08, 3.55], [1.81, 7.52, 2.74], [2.26, 8.25, 6.26], [3.55, 9.20, 5.44], [3.92, 7.63, 6.23], [-10.92, -0.48, 6.83], [-11.73, -0.35, 5.69], [-13.00, 0.27, 5.98], [-13.64, 0.89, 4.71], [-12.73, 1.85, 4.09], [-12.47, 3.08, 4.84], [-11.60, 4.09, 4.02], [-10.22, 3.69, 3.93], [-9.31, 4.60, 3.28], [-10.69, 0.47, 7.31], [-9.97, -0.96, 6.58], [-11.37, -1.13, 7.58], [-12.99, 1.08, 6.72], [-13.68, -0.52, 6.29], [-14.57, 1.42, 4.91], [-13.93, 0.00, 4.16], [-11.82, 1.41, 4.00], [-12.04, 2.93, 5.82], [-13.46, 3.53, 4.95], [-11.62, 5.10, 4.43], [-11.93, 4.07, 2.98], [-8.38, 4.03, 3.30], [-9.20, 5.52, 3.85], [-9.61, 4.85, 2.26], [-2.72, -8.98, -8.44], [-3.25, -7.66, -8.39], [-4.47, -7.50, -9.03], [-4.76, -6.03, -9.40], [-5.05, -5.22, -8.22], [-5.45, -3.89, -8.78], [-5.97, -2.95, -7.71], [-4.87, -2.55, -6.93], [-5.35, -1.96, -5.70], [-1.72, -9.03, -8.00], [-2.70, -9.30, -9.49], [-3.32, -9.72, -7.91], [-5.32, -7.90, -8.48], [-4.50, -8.13, -9.91], [-5.68, -6.04, -9.98], [-4.07, -5.59, -10.13], [-4.22, -5.11, -7.65], [-6.25, -4.05, -9.50], [-4.61, -3.38, -9.26], [-6.70, -3.57, -7.19], [-6.52, -2.14, -8.20], [-4.56, -2.05, -4.96], [-6.23, -2.49, -5.34], [-5.57, -0.90, -5.83], [6.63, -1.65, -4.26], [7.64, -2.47, -3.60], [7.77, -3.74, -4.23], [8.50, -4.63, -3.19], [8.96, -5.87, -3.84], [9.91, -6.53, -2.90], [10.06, -8.00, -3.33], [11.18, -8.10, -4.26], [11.06, -9.31, -4.98], [6.73, -1.70, -5.35], [6.69, -0.63, -3.90], [5.64, -2.07, -4.09], [8.39, -3.66, -5.12], [6.79, -4.17, -4.40], [7.98, -4.88, -2.27], [9.35, -4.00, -2.93], [9.59, -5.60, -4.58], [9.59, -6.42, -1.86], [10.85, -5.99, -2.97], [9.08, -8.35, -3.64], [10.45, -8.53, -2.46], [11.38, -9.28, -6.02], [10.04, -9.69, -5.04], [11.75, -9.98, -4.46], [4.75, 0.37, 1.19], [4.28, 1.48, 1.87], [5.35, 2.26, 2.47], [6.42, 2.81, 1.56], [7.32, 3.89, 2.16], [8.15, 4.43, 1.06], [8.65, 5.85, 1.47], [7.59, 6.79, 1.29], [7.89, 8.13, 1.68], [3.83, -0.14, 0.90], [5.37, -0.29, 1.80], [5.28, 0.67, 0.28], [5.68, 1.67, 3.33], [4.87, 3.15, 2.87], [5.89, 3.22, 0.70], [7.03, 1.97, 1.23], [6.74, 4.70, 2.32], [7.68, 4.46, 0.08], [9.00, 3.75, 1.01], [9.39, 6.16, 0.73], [9.10, 5.83, 2.46], [7.08, 8.75, 1.29], [8.74, 8.52, 1.12], [7.97, 8.36, 2.75], [6.51, 8.97, -4.63], [5.09, 8.51, -4.82], [4.07, 9.21, -3.89], [4.66, 8.76, -6.14], [6.61, 10.00, -4.99], [7.13, 8.30, -5.24], [6.98, 8.95, -3.65], [5.02, 7.45, -4.55], [4.46, 9.24, -2.88], [3.15, 8.63, -3.87], [3.72, 10.19, -4.21], [4.95, 9.65, -6.37], [-2.32, 3.44, -1.19], [-1.03, 2.72, -0.85], [0.16, 3.30, -1.58], [-0.83, 2.65, 0.55], [-2.47, 3.62, -2.25], [-2.19, 4.37, -0.64], [-3.22, 2.98, -0.79], [-1.02, 1.72, -1.29], [-0.13, 3.29, -2.63], [1.05, 2.66, -1.59], [0.55, 4.21, -1.12], [-0.05, 2.12, 0.72], [-1.93, -4.66, -2.75], [-0.71, -4.61, -3.65], [0.03, -5.94, -3.83], [-1.06, -4.11, -4.95], [-1.70, -5.22, -1.85], [-2.81, -5.12, -3.20], [-2.32, -3.68, -2.46], [-0.03, -3.82, -3.31], [0.19, -6.35, -2.84], [1.03, -5.73, -4.22], [-0.46, -6.74, -4.39], [-1.75, -3.47, -4.75]],
  "lowdin_charge": [-0.104, -0.187, -0.281, -0.192, -0.086, -0.237, -0.208, -0.187, -0.118, 0.090, 0.091, 0.091, 0.122, 0.124, 0.123, 0.122, 0.106, 0.120, 0.126, 0.117, 0.124, 0.080, 0.084, 0.081, -0.111, -0.191, -0.233, -0.201, -0.077, -0.238, -0.221, -0.185, -0.121, 0.085, 0.086, 0.080, 0.120, 0.111, 0.131, 0.117, 0.106, 0.129, 0.107, 0.120, 0.128, 0.077, 0.089, 0.093, -0.122, -0.185, -0.217, -0.198, -0.067, -0.197, -0.192, -0.225, -0.093, 0.084, 0.086, 0.082, 0.107, 0.116, 0.115, 0.111, 0.100, 0.108, 0.115, 0.113, 0.115, 0.087, 0.078, 0.081, -0.101, -0.179, -0.246, -0.222, -0.037, -0.213, -0.261, -0.175, -0.088, 0.087, 0.081, 0.083, 0.120, 0.107, 0.107, 0.116, 0.108, 0.115, 0.119, 0.117, 0.121, 0.075, 0.083, 0.085, -0.085, -0.207, -0.224, -0.222, -0.068, -0.199, -0.204, -0.190, -0.126, 0.079, 0.083, 0.078, 0.123, 0.120, 0.121, 0.112, 0.100, 0.113, 0.118, 0.118, 0.115, 0.080, 0.080, 0.086, -0.146, -0.195, -0.207, -0.208, -0.042, -0.211, -0.212, -0.205, -0.103, 0.090, 0.091, 0.081, 0.123, 0.119, 0.119, 0.111, 0.086, 0.111, 0.112, 0.113, 0.122, 0.082, 0.081, 0.087, -0.065, -0.500, -0.060, -0.047, 0.080, 0.080, 0.078, 0.135, 0.071, 0.070, 0.074, 0.085, -0.053, -0.530, -0.072, -0.037, 0.081, 0.083, 0.078, 0.125, 0.081, 0.071, 0.084, 0.088, -0.065, -0.480, -0.047, -0.065, 0.076, 0.084, 0.074, 0.128, 0.070, 0.076, 0.082, 0.066]
}